Here is a cluster of 14 separate species, C44H70F10O24 in total at a distorted geometry from the Open Molecules 2025 dataset. Energies are from the ωB97M-V functional and the def2-TZVPD basis.

- Spin multiplicity: 1
- Charge: 0
- Energy: -123077.713 eV
- Maximum force: 5.86 eV/Å
- HOMO-LUMO gap: 9.483 eV
- HOMO level: -9.27 eV

Geometry as XYZ:
```
148
Properties=species:S:1:pos:R:3:forces:R:3
C -3.927609 3.014163 1.900066 0.2599 0.6107 -0.1046
C -3.209833 4.270472 2.416523 -0.7976 -0.8630 1.3491
O -2.964727 5.215725 1.352369 -0.0205 -0.0242 0.4819
C -4.049529 5.915859 1.050630 -1.0783 -0.3368 0.2273
O -5.134528 5.783067 1.559102 0.6953 0.7390 -0.6309
C -3.701019 6.826701 -0.151372 -1.3148 -0.0328 0.9803
F -2.842123 7.762794 0.236910 0.6278 0.1303 -0.2760
F -3.217163 6.024615 -1.065950 1.3670 -0.4704 -1.2313
F -4.734673 7.432270 -0.718696 -0.4755 0.2352 0.4149
H -4.169643 2.311793 2.715747 0.4279 0.2983 -0.3452
H -3.290513 2.580406 1.135642 -0.1851 -0.4985 -0.0332
H -4.885419 3.341391 1.463491 0.3943 -0.2329 0.0300
H -2.269717 4.105400 2.974557 -0.2864 -0.0045 -0.8117
H -3.924879 4.686344 3.132123 0.3694 0.4877 -0.0673
C 1.443069 0.396475 0.844246 -0.3830 -1.6437 0.1238
C 0.867170 -0.329251 -0.337712 -0.5214 -1.1452 0.0841
O -0.500273 0.085320 -0.474321 -1.3550 0.1928 0.2424
C -1.074156 0.158869 -1.651051 0.5951 0.4449 -1.2527
O -0.519646 0.154308 -2.720572 -0.0599 -0.2278 0.0613
C -2.614465 0.390726 -1.582490 1.0454 0.4590 0.4181
F -3.160515 -0.503520 -0.824723 -0.9564 -2.0124 1.1566
F -2.871683 1.554635 -0.988728 0.1411 1.2002 -0.0593
F -3.219637 0.375508 -2.753171 0.3226 0.0263 -0.6532
H 2.505576 0.123076 0.820263 -0.1188 0.4298 0.5275
H 0.922455 0.074120 1.767207 0.5302 0.2626 -0.3908
H 1.258450 1.424504 0.630796 0.3246 0.8608 0.2776
H 0.807446 -1.430117 -0.323796 0.2546 0.3463 0.5917
H 1.420411 -0.119094 -1.212762 0.4229 0.6401 -1.1423
C 4.836072 0.465808 6.556944 0.6743 -1.4429 -1.4341
C 3.973167 0.095942 5.304771 0.6347 -1.5089 2.2224
O 3.488248 -1.026558 5.269586 0.0941 1.2072 -0.5207
C 3.828457 1.111629 4.225522 -0.1452 -0.6100 -1.1252
H 4.550942 1.434882 6.890988 -0.0329 0.8255 0.5053
H 5.902201 0.488380 6.185302 -0.9541 0.2268 0.4147
H 4.783772 -0.315429 7.353149 -0.2432 0.7016 -0.7533
H 4.130533 0.629681 3.282846 -0.0011 0.0165 0.1981
H 4.461536 1.983694 4.339899 -0.2661 0.2397 0.2539
H 2.762800 1.316519 4.062514 0.2390 0.3482 0.2418
C 1.729601 -4.913672 5.250572 1.7007 0.1486 0.2971
C 0.788018 -3.956591 4.686574 -2.2167 0.1004 -1.4264
O -0.412770 -4.048281 4.919029 0.6254 0.3863 0.1246
C 1.320924 -2.990250 3.664419 0.9450 -0.5145 0.1876
H 2.015428 -5.646693 4.502930 -0.2224 -0.2582 -0.2264
H 1.323361 -5.389610 6.118492 -0.1143 -0.3136 0.4603
H 2.674991 -4.391882 5.450578 -0.1325 -0.1636 0.3352
H 2.085680 -2.390628 4.150186 0.3825 0.0542 -0.1615
H 0.605441 -2.317988 3.260630 -1.0007 0.3770 -0.2075
H 1.786328 -3.550824 2.830597 -0.0032 0.2017 0.4606
C -1.122396 2.676671 -7.636174 0.0492 0.5025 -0.5799
C -1.754797 2.220370 -6.365403 0.0678 1.8175 -0.2910
O -1.913154 3.066955 -5.505150 -0.3562 -0.7563 0.5761
C -2.067823 0.782701 -6.288401 -1.3810 -0.6682 1.3712
H -0.989948 3.750566 -7.704641 0.3292 0.1092 0.5608
H -1.707311 2.461995 -8.500904 -0.8215 -0.6098 -0.6155
H -0.208875 2.145931 -7.810857 0.8036 -0.2451 -0.0129
H -3.056652 0.542675 -5.740955 1.5422 0.4587 -1.0944
H -1.279479 0.367907 -5.672229 0.2551 -0.3519 0.3108
H -1.954221 0.337333 -7.267134 -0.4153 -0.2919 -0.1009
C -7.157994 -0.844522 0.055799 2.0000 -1.3004 0.9321
C -7.274178 0.460050 -0.630947 1.3888 -1.2907 -0.1970
O -8.063859 1.259575 -0.256077 -1.4537 1.6915 0.1836
C -6.205964 0.712968 -1.635581 0.9716 -0.0951 -0.8441
H -7.887897 -0.898101 0.830785 -0.8855 -0.4975 0.2252
H -6.192422 -0.802930 0.646679 -0.6350 0.1656 -0.6177
H -7.000934 -1.767721 -0.552413 -0.6144 0.8205 0.2319
H -5.407646 1.323662 -1.180962 -0.2809 -0.3217 0.0114
H -6.549136 1.277626 -2.486034 -0.3556 0.3123 -0.2657
H -5.764057 -0.227583 -2.023790 -0.1915 0.5399 0.3785
C -1.834381 -3.732075 0.476061 -2.0288 1.3637 0.4077
C -0.946972 -3.720932 -0.686938 1.0695 -1.9341 0.7088
O -0.874368 -2.835130 -1.484457 -0.2167 1.2552 -1.0673
C -0.085997 -4.939421 -0.769614 0.8758 -1.2919 -1.6406
H -2.811770 -4.170658 0.230612 0.0868 0.2135 -0.5055
H -2.011155 -2.677157 0.744797 -0.0218 -0.4140 0.2574
H -1.549354 -4.341527 1.303051 0.8495 -0.1973 0.6283
H -0.719531 -5.833012 -0.894452 -0.1188 0.3039 0.1042
H 0.510807 -5.160747 0.120313 -0.0722 0.4341 -0.0158
H 0.567057 -4.938281 -1.685994 -0.4745 0.2463 0.9670
C 5.771766 1.316805 -3.186634 -0.4528 1.1626 -3.0378
C 6.061892 1.294950 -1.771799 0.7580 0.0681 1.7869
O 7.125061 1.742457 -1.360404 -0.9301 -0.5259 -0.0408
C 5.021575 0.719346 -0.797908 0.7347 0.4085 1.0986
H 4.728209 1.332016 -3.469341 -0.4448 -0.2697 0.3036
H 6.251832 0.588147 -3.812932 0.2245 -1.2798 0.3376
H 6.199574 2.170547 -3.735740 -0.0330 0.3949 0.8734
H 4.012201 1.145678 -0.862754 0.3654 0.2444 -0.3012
H 5.455144 0.948057 0.208272 -0.5764 -0.2843 -0.6718
H 4.884340 -0.365977 -0.858123 0.3164 0.0645 -0.2974
C 3.003716 -1.462088 -4.569049 -0.9546 1.5618 -0.1285
C 1.986596 -0.708818 -5.482473 0.1769 -1.7516 -0.7175
O 1.079741 -1.285978 -6.058872 0.4470 0.2168 0.6231
C 2.203350 0.748839 -5.656906 0.9232 0.6281 -0.5517
H 2.679056 -2.458496 -4.314352 -0.2343 -0.1727 0.0138
H 3.035481 -0.806081 -3.681127 0.3302 -0.5495 0.0043
H 3.998428 -1.498031 -5.013530 -0.0571 0.1431 -0.0912
H 1.643604 1.173020 -6.510879 0.2244 -0.3614 0.5415
H 3.287886 0.985828 -5.761426 -0.6632 -0.2191 -0.0428
H 1.909681 1.216382 -4.734568 -0.3455 0.5006 0.4856
C -0.556656 1.885659 4.314250 0.6140 0.8312 -0.9080
C -0.605276 0.379397 4.309881 0.0489 1.5478 3.3588
O -0.899729 -0.240548 3.360426 -0.6661 -1.8504 -3.3096
C -0.464495 -0.308450 5.658215 1.7042 0.3940 -0.1361
H -1.483661 2.347503 4.605217 -0.7211 -0.2664 0.2999
H -0.302941 2.360307 3.361824 -0.2287 -0.6455 -0.3757
H 0.183933 2.301537 4.956981 0.6278 -0.0342 0.9894
H -0.107668 -1.358737 5.550525 -0.7833 0.7501 0.1874
H -1.381374 -0.140283 6.183210 -0.9657 -0.5728 0.1755
H 0.230266 0.250984 6.298479 0.2649 -0.2048 -0.2561
C -0.430093 4.783212 -2.107615 0.5378 -2.7217 -0.7765
C 0.273869 4.449415 -3.456511 -0.7174 0.8640 -0.2108
O 1.112907 3.371928 -3.148927 0.0174 0.1532 -0.5999
C 1.309948 3.311508 -1.808023 -4.3124 3.0204 -1.9837
O 1.992833 2.603188 -1.241190 4.0907 -3.5750 2.1915
O 0.436812 4.121038 -1.197365 0.3727 0.4871 0.9763
F 1.094196 5.504381 -3.875430 -0.5735 -0.5198 0.3442
H -1.387068 4.242295 -1.992180 0.1440 0.7229 -0.4801
H -0.455323 5.792818 -1.840180 -0.2705 1.5635 0.0381
H -0.441333 4.216260 -4.267818 0.6855 -0.0734 0.3203
C 7.924519 -1.166162 2.031536 0.9189 -0.0401 -1.7337
C 7.593608 -1.045829 3.448273 -0.1253 -0.3861 2.3075
O 6.430691 -1.807308 3.592911 -0.5382 -0.1877 -0.2661
C 5.903803 -2.059310 2.360880 -0.1515 -0.4713 -1.0467
O 4.924069 -2.682094 2.111013 0.0927 0.3801 0.6034
O 6.716575 -1.548806 1.390648 -0.1981 -0.1687 0.7650
F 7.340622 0.220428 3.894011 -0.2522 0.5425 -0.4011
H 8.694954 -1.929063 1.875700 -0.2048 -0.0499 0.0225
H 8.278469 -0.257319 1.586778 0.1271 0.6023 -0.1209
H 8.320286 -1.432816 4.156429 0.2471 -0.1683 -0.1700
C -1.154937 -4.329125 -4.999607 1.4170 0.6929 -1.0219
C -2.016196 -3.151612 -4.666350 -0.1839 -0.1526 0.8190
O -2.936718 -3.699634 -3.768487 -0.8851 -0.4297 0.3243
C -2.585591 -4.976202 -3.448128 -1.7082 0.1562 3.6430
O -3.065280 -5.594561 -2.509755 0.4938 1.0117 -2.0554
O -1.539004 -5.342457 -4.114689 0.9012 -1.4344 -1.1290
F -2.642317 -2.639575 -5.725729 -0.8424 0.1308 -1.2492
H -0.126320 -4.091755 -4.797834 0.5344 0.0433 0.0420
H -1.224426 -4.572631 -6.063251 -0.3285 -0.3932 0.2265
H -1.545408 -2.326940 -4.190307 0.7333 0.6259 0.5541
C -3.210104 -2.441310 3.983252 -0.9740 -1.9274 1.2047
C -4.185887 -2.112317 2.885819 -0.6844 -0.8507 -1.2387
O -4.124007 -0.699395 2.805821 -0.1997 -0.8899 -0.2809
C -3.837860 -0.320585 4.050301 -0.1356 2.6120 1.9609
O -3.922795 0.795101 4.501130 0.0395 -0.5684 -0.9234
O -3.482231 -1.336719 4.819302 0.9251 0.2431 0.4585
F -5.460271 -2.485261 3.231182 -0.4768 0.2216 0.6674
H -2.182096 -2.472666 3.630843 0.1225 0.0620 0.1876
H -3.474458 -3.327035 4.666552 0.4635 0.9238 -1.7124
H -4.133126 -2.548939 1.899684 1.0400 0.1587 -0.2905
```
Positions in Å, forces in eV/Å.

Here are the Löwdin charges for atoms 1 to 5, given in e:
1 C -0.03
2 C -0.18
3 O 0.03
4 C -0.39
5 O 0.16